No. 1
143
Properties=species:S:1:pos:R:3:mulliken_charge:R:1 method="wB97M-V/def2-TZVPD" spin_multiplicity=1 e_homo_ev=-11.55 gap_ev=7.682 charge=+1 lumo_energy_ev=-3.870
C 2.07 -1.67 2.76 -0.595
C 1.40 -1.96 1.25 -0.096
C 1.73 -0.68 0.34 0.224
C 3.40 -0.58 0.27 -0.546
N 1.17 -0.52 -1.01 0.898
C 0.13 0.58 -1.17 -0.281
N 0.61 1.90 -1.13 0.481
C 2.09 2.28 -1.04 -0.965
C 2.54 2.79 0.47 -0.026
C 2.39 4.45 0.53 -0.483
C 1.60 4.83 1.94 -0.364
O 2.57 4.68 3.03 -0.283
C 1.95 4.18 4.27 0.703
C 2.92 3.39 5.36 -0.886
O 0.67 4.34 4.61 -0.592
C -0.28 3.15 -1.19 0.359
C -0.29 4.24 -2.42 -0.672
C -1.27 5.57 -2.41 -0.599
C -2.31 5.80 -1.16 -0.366
C -2.33 4.70 0.09 -0.714
C -1.31 3.39 0.11 -0.120
N -1.33 0.28 -1.35 1.049
O -1.86 0.84 -2.47 -0.579
C -1.73 -1.15 -1.38 0.310
C -2.55 -1.41 0.06 -1.460
C -1.99 -0.55 1.32 0.650
O -2.91 0.59 1.63 -0.572
Si -3.19 0.72 3.37 0.845
C -4.22 2.27 3.89 -0.951
C -1.48 0.88 4.28 -0.400
C -4.13 -0.81 4.12 -0.970
C -2.91 -1.54 -2.50 0.135
F -3.45 -2.87 -2.01 -0.421
C -2.38 -1.84 -4.01 -0.302
C -2.51 -3.42 -4.49 -0.791
C -0.58 -2.29 -1.45 -0.427
C 0.93 -1.71 -1.85 -0.062
P 2.29 -3.04 -1.93 0.251
O 1.45 -4.57 -2.14 -0.427
Br 3.48 -2.81 -3.90 -0.274
H 2.40 -0.53 2.88 0.106
H 1.23 -1.84 3.57 0.255
H 3.01 -2.38 2.92 0.239
H 0.26 -2.18 1.47 -0.034
H 1.87 -2.99 0.92 0.286
H 1.42 0.29 0.97 -0.450
H 3.91 -1.59 0.64 0.035
H 3.82 0.32 0.89 0.054
H 3.71 -0.49 -0.87 0.186
H 2.22 3.24 -1.74 0.609
H 2.82 1.48 -1.50 0.085
H 3.67 2.57 0.68 0.343
H 1.82 2.40 1.33 -0.030
H 3.45 4.99 0.56 0.419
H 1.81 4.90 -0.38 0.242
H 1.21 5.95 1.96 0.322
H 0.66 4.15 2.01 0.117
H 2.84 4.01 6.37 0.295
H 2.54 2.31 5.61 0.302
H 4.05 3.42 5.01 0.264
H 0.44 4.09 -3.32 0.348
H -1.22 6.34 -3.30 0.360
H -3.03 6.76 -1.17 0.321
H -3.12 4.92 0.96 0.260
H -1.36 2.67 1.04 0.358
H -1.08 1.11 -3.07 0.464
H -2.58 -2.53 0.37 0.317
H -3.67 -1.04 -0.14 0.355
H -2.09 -1.26 2.28 0.425
H -0.86 -0.24 1.28 -0.572
H -4.02 2.52 5.04 0.296
H -4.03 3.22 3.23 0.148
H -5.37 1.97 3.85 0.284
H -1.53 0.67 5.43 0.413
H -0.66 0.19 3.74 -0.087
H -1.06 1.99 4.17 0.025
H -5.29 -0.67 4.13 0.302
H -3.73 -0.94 5.24 0.299
H -3.85 -1.83 3.57 0.214
H -3.85 -0.82 -2.43 0.546
H -2.92 -1.18 -4.82 0.301
H -1.22 -1.58 -4.10 0.030
H -2.26 -3.53 -5.65 0.333
H -3.62 -3.83 -4.37 0.259
H -1.80 -4.15 -3.90 0.066
H -0.58 -2.88 -0.42 0.199
H -0.77 -3.17 -2.24 -0.490
H 0.79 -1.33 -2.97 0.341
H 1.40 -4.73 -3.13 0.355
C -1.02 -7.54 -1.63 -0.921
C -1.09 -6.97 -3.04 0.585
N -1.15 -6.50 -4.21 -0.592
H -2.00 -7.94 -1.34 0.354
H -0.28 -8.34 -1.59 0.341
H -0.74 -6.76 -0.93 0.250
C 4.66 -6.22 -2.10 -0.236
C 5.08 -6.22 -0.64 0.332
N 5.42 -6.21 0.57 -0.486
H 4.35 -5.22 -2.40 -0.176
H 5.51 -6.53 -2.73 0.340
H 3.83 -6.91 -2.26 0.225
C 6.26 3.62 -1.65 -0.841
C 6.04 2.18 -1.24 0.535
N 5.85 0.98 -0.91 -0.523
H 7.27 3.74 -2.07 0.346
H 5.53 3.92 -2.40 0.264
H 6.17 4.28 -0.78 0.253
C -2.18 -10.66 -4.10 -0.730
C -1.77 -10.66 -2.63 0.531
N -1.42 -10.66 -1.42 -0.576
H -2.49 -9.66 -4.40 0.248
H -1.34 -10.98 -4.72 0.275
H -3.01 -11.36 -4.25 0.300
C -5.92 7.59 -3.25 -0.678
C -4.49 7.97 -3.60 0.425
N -3.31 8.29 -3.89 -0.516
H -6.22 8.07 -2.31 0.150
H -6.60 7.92 -4.05 0.321
H -6.00 6.51 -3.14 0.298
C 6.76 -2.40 1.78 -0.627
C 6.21 -1.51 2.89 0.429
N 5.76 -0.77 3.80 -0.497
H 7.85 -2.47 1.87 0.342
H 6.33 -3.40 1.86 0.207
H 6.51 -1.97 0.81 0.196
C -3.86 -11.92 0.92 -0.554
C -4.79 -13.11 0.81 0.281
N -5.57 -14.10 0.71 -0.399
H -4.39 -11.00 0.65 0.231
H -3.50 -11.82 1.95 0.274
H -3.00 -12.05 0.26 0.152
C 4.32 6.79 4.68 -0.235
C 5.81 6.48 4.74 0.276
N 7.04 6.23 4.79 -0.441
H 3.82 6.41 5.57 0.190
H 4.17 7.87 4.62 0.368
H 3.88 6.33 3.79 -0.115
C -5.35 11.16 -1.71 -0.671
C -6.47 10.48 -0.94 0.371
N -7.40 9.91 -0.30 -0.450
H -4.99 12.03 -1.15 0.308
H -4.52 10.46 -1.85 0.203
H -5.71 11.48 -2.69 0.265


No. 2
106
Properties=species:S:1:pos:R:3:mulliken_charge:R:1 method="wB97M-V/def2-TZVPD" spin_multiplicity=2 e_homo_ev="-12.83 / -12.83" gap_ev="7.006 / 7.743" s2=0.765 charge=+2 lumo_energy_ev="-5.821 / -5.083"
Cr 0.39 0.46 -0.86 0.680
C -1.92 -0.47 6.23 -1.963
C -2.94 0.23 5.36 0.594
C -3.49 1.50 5.99 -0.949
C -4.63 2.04 5.15 -1.061
C -4.21 2.20 3.71 0.880
C -4.88 3.06 2.88 -0.710
C -4.47 3.23 1.56 -0.227
F -5.16 4.07 0.78 -0.348
C -3.39 2.57 1.04 -0.792
C -2.68 1.69 1.87 0.742
C -1.50 1.03 1.37 0.956
O -1.16 1.21 0.15 0.005
C -0.78 0.22 2.27 -0.695
C -1.28 0.03 3.55 -0.353
N -2.39 0.59 4.01 0.330
C -3.10 1.49 3.20 -1.100
C 0.52 -0.43 1.97 0.158
O 1.12 -1.05 2.81 -0.766
O 1.00 -0.24 0.75 0.887
H -2.37 -0.61 7.22 0.439
H -1.02 0.13 6.36 0.386
H -1.64 -1.46 5.86 0.519
H -3.77 -0.44 5.16 0.189
H -2.68 2.24 6.08 0.330
H -3.83 1.27 7.00 0.374
H -4.98 2.99 5.53 0.485
H -5.48 1.34 5.20 0.362
H -5.72 3.63 3.25 0.557
H -3.10 2.71 0.02 0.690
H -0.73 -0.63 4.20 0.850
S 1.97 -0.29 -2.39 -0.587
C 1.10 -1.25 -3.62 0.778
C 1.65 -1.38 -4.89 -0.980
C 0.99 -2.13 -5.85 -0.841
C -0.22 -2.75 -5.56 -0.764
C -0.76 -2.63 -4.28 -1.032
C -0.10 -1.89 -3.32 -0.250
As -0.70 -1.69 -1.50 2.366
C -2.54 -2.26 -1.60 0.090
C -3.46 -1.38 -2.16 -0.228
C -4.77 -1.78 -2.37 -0.897
C -5.16 -3.06 -2.01 -0.556
C -4.25 -3.94 -1.44 -0.821
C -2.93 -3.54 -1.24 -0.434
C 0.20 -3.12 -0.57 0.062
C -0.17 -3.39 0.74 -0.012
C 0.52 -4.36 1.47 -0.824
C 1.57 -5.05 0.88 -0.734
C 1.94 -4.77 -0.43 -0.806
C 1.26 -3.80 -1.16 -0.541
H 2.60 -0.91 -5.12 0.545
H 1.42 -2.23 -6.84 0.422
H -0.74 -3.32 -6.31 0.434
H -1.70 -3.12 -4.05 0.518
H -3.16 -0.37 -2.44 0.290
H -5.49 -1.09 -2.80 0.452
H -6.19 -3.38 -2.17 0.421
H -4.56 -4.94 -1.17 0.452
H -2.22 -4.24 -0.82 0.438
H -0.99 -2.86 1.20 0.621
H 0.23 -4.57 2.49 0.414
H 2.10 -5.80 1.44 0.441
H 2.75 -5.32 -0.89 0.465
H 1.55 -3.60 -2.18 0.401
N 3.16 2.53 -2.98 0.102
C 2.21 3.70 -3.01 0.064
C 2.16 4.32 -1.62 -1.731
C 1.18 3.65 -0.66 0.099
N 1.53 2.25 -0.26 0.758
C -0.22 3.69 -1.27 -0.630
C -0.32 3.01 -2.63 0.157
N -0.53 1.53 -2.45 -0.106
C 0.82 3.37 -3.59 -1.609
H 4.00 2.69 -3.53 0.433
H 2.73 1.62 -3.27 -0.339
H 3.42 2.33 -1.99 0.311
H 2.68 4.42 -3.69 0.624
H 1.81 5.35 -1.72 0.620
H 3.16 4.38 -1.20 0.435
H 1.17 4.27 0.24 0.333
H 1.30 2.18 0.73 0.385
H 3.16 1.18 0.02 -0.183
H -0.49 4.75 -1.38 0.714
H -0.94 3.25 -0.59 -0.495
H -1.23 3.38 -3.11 0.637
H -0.42 1.05 -3.34 0.405
H -1.51 1.41 -2.19 -0.025
H 0.50 4.28 -4.10 0.546
H 0.92 2.62 -4.38 0.376
C 5.95 -0.22 -1.41 -0.899
C 5.73 -0.45 0.08 -0.659
S 3.97 -0.66 0.43 0.080
O 2.94 2.12 -0.28 -0.785
C 4.01 -0.76 2.24 -0.152
C 4.33 -2.17 2.73 -1.144
H 7.01 -0.22 -1.64 0.454
H 5.54 0.74 -1.72 0.033
H 5.48 -1.00 -2.01 0.248
H 6.10 0.39 0.67 0.408
H 6.25 -1.35 0.41 0.428
H 3.01 -0.47 2.57 -0.074
H 4.73 -0.02 2.60 0.524
H 3.57 -2.87 2.38 0.167
H 4.33 -2.18 3.83 0.401
H 5.30 -2.50 2.39 0.340